[1]
133
Properties=species:S:1:pos:R:3:forces:R:3 method="wB97M-V/def2-TZVPD" total_charge=-1 molar_mass_g_mol=1236.06 e_tot_ha=-5437.70078 largest_force_ha_per_bohr=0.02894 homo_lumo_gap_ev=5.867 multiplicity=1
C -6.291 -2.935 -2.114 0.158 0.026 0.024
C -4.993 -3.740 -1.873 -0.596 0.474 0.480
C -3.779 -2.860 -1.551 0.086 0.015 -0.541
C -2.881 -2.601 -2.765 -0.216 0.381 0.383
C -1.906 -1.447 -2.506 -0.282 -0.018 -0.235
C -0.670 -1.458 -3.414 -0.005 -0.203 0.310
C 0.642 -1.028 -2.732 0.169 -0.244 -0.639
C 1.245 0.276 -3.269 0.292 -0.116 -0.072
C 2.223 0.957 -2.297 -0.305 -0.783 0.633
Nb 1.326 1.994 -0.467 0.943 1.008 -0.557
C -0.335 3.046 -1.631 -0.457 -0.561 -0.162
C -1.608 2.265 -1.950 0.162 -0.105 -0.003
F -2.764 2.973 -1.538 -0.039 0.048 -0.101
C 0.536 2.766 1.499 -0.297 -0.637 0.481
C -1.018 2.782 1.547 0.788 -0.257 0.359
C -1.545 2.479 2.957 -0.508 -0.069 -0.328
C -1.295 1.055 3.389 0.277 -0.025 0.200
C -1.667 -0.028 2.589 0.016 0.036 0.186
C -1.405 -1.335 2.982 0.051 0.418 0.003
C -0.752 -1.582 4.185 -0.102 -0.025 -0.114
C -0.388 -0.517 4.995 -0.013 0.140 -0.103
C -0.653 0.791 4.598 -0.134 -0.212 -0.165
C 2.877 0.792 0.683 -0.459 -0.288 0.324
O 3.134 1.218 2.027 -0.076 -0.040 -0.048
C 3.843 0.285 2.799 0.235 -0.109 -0.011
C 5.366 0.415 2.641 -0.303 -0.068 0.091
C 2.649 3.833 -0.881 -0.742 0.626 -0.012
I 4.659 3.734 -0.077 0.010 -0.017 -0.203
C 2.054 5.183 -0.450 0.575 0.250 0.158
C 2.552 6.388 -1.266 -0.195 -0.061 0.470
H -6.216 -1.934 -1.687 -0.001 0.045 -0.008
H -7.144 -3.412 -1.631 -0.072 -0.079 -0.125
H -6.516 -2.827 -3.175 -0.032 0.059 -0.032
H -5.191 -4.388 -1.019 0.128 -0.213 -0.093
H -4.821 -4.360 -2.747 0.254 -0.145 0.084
H -4.129 -1.886 -1.201 0.006 -0.025 0.219
H -3.177 -3.298 -0.753 0.019 0.002 0.052
H -3.540 -2.327 -3.595 0.137 -0.222 -0.244
H -2.338 -3.515 -3.016 -0.029 -0.054 -0.133
H -1.621 -1.458 -1.452 0.204 -0.051 0.000
H -2.470 -0.523 -2.656 0.067 0.107 0.169
H -0.547 -2.486 -3.769 0.004 -0.017 -0.067
H -0.846 -0.852 -4.306 -0.011 0.042 -0.025
H 0.556 -1.020 -1.647 -0.171 0.169 0.034
H 1.366 -1.809 -2.977 0.172 0.029 0.244
H 0.478 0.960 -3.645 -0.136 0.070 0.264
H 1.817 -0.016 -4.162 -0.111 0.137 -0.161
H 2.779 1.721 -2.848 0.068 0.179 0.167
H 2.952 0.197 -1.991 0.099 0.020 -0.052
H 0.172 0.579 -0.237 -0.254 0.164 -0.139
H 0.115 3.344 -2.587 0.146 0.207 0.066
H -0.672 3.960 -1.134 0.185 0.062 0.121
H -1.656 1.298 -1.452 -0.101 0.060 0.151
H -1.717 2.087 -3.023 -0.043 0.040 -0.042
H 0.871 2.124 2.320 0.224 0.021 -0.041
H 0.890 3.777 1.746 0.264 0.006 -0.148
H -1.382 3.754 1.218 -0.235 -0.082 -0.204
H -1.396 1.993 0.898 -0.288 0.276 -0.260
H -2.630 2.640 2.947 -0.024 0.075 0.121
H -1.115 3.169 3.686 0.049 0.023 0.044
H -2.155 0.163 1.642 -0.009 -0.059 -0.063
H -1.689 -2.147 2.327 0.019 -0.093 0.022
H -0.526 -2.596 4.477 0.015 -0.013 0.051
H 0.137 -0.697 5.926 0.046 -0.048 0.011
H -0.355 1.627 5.220 0.066 -0.007 0.042
H 3.809 0.664 0.116 0.094 0.178 0.008
H 2.436 -0.220 0.742 -0.028 -0.062 -0.146
H 3.539 -0.735 2.534 -0.128 -0.022 0.031
H 3.557 0.443 3.842 -0.011 0.139 0.028
H 5.858 0.258 3.602 0.115 -0.012 -0.011
H 5.582 1.422 2.286 0.120 0.036 0.013
H 5.758 -0.312 1.932 0.083 0.074 -0.105
H 2.788 3.888 -1.961 0.209 -0.172 -0.019
H 0.963 5.154 -0.451 -0.049 -0.135 -0.185
H 2.356 5.354 0.587 -0.265 -0.042 0.123
H 2.669 6.116 -2.314 -0.022 0.106 -0.094
H 1.852 7.222 -1.176 -0.026 0.050 -0.153
H 3.505 6.734 -0.864 0.169 -0.061 -0.225
C -6.047 -9.246 -3.827 0.192 -0.074 -0.218
C -5.292 -9.904 -2.689 -0.246 -0.079 0.188
O -4.400 -8.882 -2.232 0.015 -0.006 -0.135
S -5.089 -7.441 -2.389 0.039 -0.411 -0.227
O -5.672 -7.055 -1.158 0.018 0.146 -0.032
O -4.180 -6.623 -3.102 0.109 0.077 0.127
O -6.265 -7.905 -3.373 -0.116 -0.046 0.197
H -5.452 -9.214 -4.741 0.011 -0.022 0.012
H -7.004 -9.718 -4.029 -0.085 0.131 0.064
H -4.717 -10.770 -3.006 0.149 0.085 0.016
H -5.958 -10.183 -1.871 -0.022 -0.013 -0.029
C 0.692 -5.909 -2.833 0.131 -0.126 -0.215
C 1.383 -6.695 -1.737 -0.231 -0.025 0.201
O 2.475 -5.858 -1.345 0.039 -0.018 -0.221
S 2.052 -4.311 -1.474 -0.119 -0.092 -0.028
O 1.623 -3.835 -0.212 0.038 0.100 -0.020
O 3.051 -3.653 -2.231 0.115 -0.028 0.089
O 0.754 -4.555 -2.382 -0.066 0.027 0.158
H 1.225 -5.988 -3.783 0.009 -0.025 0.011
H -0.348 -6.195 -2.972 -0.060 0.145 0.071
H 1.766 -7.653 -2.079 0.162 0.055 0.009
H 0.728 -6.845 -0.876 -0.032 -0.005 -0.030
C 1.425 7.410 2.628 0.190 -0.103 -0.234
C 2.192 6.637 3.679 -0.291 -0.215 0.072
O 3.209 7.561 4.112 0.045 0.037 -0.200
S 2.645 9.048 4.061 -0.063 -0.127 -0.045
O 2.192 9.440 5.350 -0.005 0.092 -0.001
O 3.570 9.856 3.349 0.063 0.042 0.070
O 1.369 8.751 3.155 -0.064 -0.053 0.130
H 1.954 7.429 1.674 0.010 -0.006 0.015
H 0.417 7.034 2.477 -0.072 0.136 0.081
H 2.647 5.736 3.277 0.232 0.090 0.040
H 1.567 6.384 4.536 -0.024 0.001 -0.024
C 0.188 -1.916 8.851 -0.220 0.200 -0.128
C -0.792 -2.866 9.508 0.164 -0.044 0.238
O -1.026 -3.866 8.508 -0.039 0.111 -0.089
S 0.302 -4.099 7.646 -0.060 0.180 0.062
O 1.004 -5.225 8.150 0.055 -0.005 -0.069
O -0.040 -3.990 6.277 0.015 -0.249 0.018
O 1.069 -2.779 8.117 0.047 -0.113 0.183
H -0.309 -1.244 8.149 -0.027 -0.013 0.013
H 0.765 -1.338 9.568 0.149 -0.091 -0.038
H -1.733 -2.391 9.771 -0.086 -0.078 -0.139
H -0.361 -3.346 10.389 0.010 0.029 0.005
C 3.460 4.920 -7.224 -0.114 0.123 -0.211
C 3.143 6.034 -6.246 0.272 -0.016 0.194
O 1.875 5.659 -5.700 -0.112 -0.016 -0.228
S 1.774 4.063 -5.593 0.107 0.094 -0.004
O 2.128 3.653 -4.286 -0.072 -0.073 -0.057
O 0.562 3.656 -6.205 -0.042 0.012 0.064
O 3.006 3.735 -6.566 0.067 0.031 0.097
H 2.907 5.037 -8.159 0.003 0.028 0.007
H 4.523 4.831 -7.435 0.013 -0.138 0.091
H 3.058 7.006 -6.723 -0.174 0.003 0.024
H 3.875 6.082 -5.437 0.023 -0.013 -0.026

=====

[2]
117
Properties=species:S:1:pos:R:3:forces:R:3 method="wB97M-V/def2-TZVPD" molar_mass_g_mol=679.99 smiles="CCO[C@](C#N)(CCCCN)[C@@](C#N)(CCCCN(C)C(C)=O)Cc1ccccc1.COC[C@@H](C)N.COC[C@@H](C)N.COC[C@@H](C)N" e_tot_ha=-2171.78932 largest_force_ha_per_bohr=0.23837 homo_lumo_gap_ev=8.632 multiplicity=1
C -2.132 -0.150 -0.022 0.407 -0.451 0.426
C -0.563 -0.600 -0.393 -2.143 -2.098 0.578
O 0.448 0.256 0.206 -0.884 1.007 -2.805
C 1.019 1.256 -0.739 0.175 0.498 0.600
C -0.092 1.919 -1.759 -5.835 1.797 -5.809
N -0.989 2.344 -2.588 8.102 -3.857 7.444
C 2.283 0.517 -1.457 0.668 -0.976 -0.119
C 1.955 -0.343 -2.808 0.482 -0.851 -0.836
C 1.932 -1.984 -2.591 0.621 0.723 -1.414
C 3.391 -2.593 -2.097 -1.342 -0.726 -1.094
N 3.065 -3.968 -1.479 -1.243 1.132 -0.571
C 1.447 2.516 0.276 -1.855 0.663 0.559
C 0.072 3.466 0.353 -6.650 5.792 1.478
N -0.952 4.272 0.495 9.589 -7.527 -1.282
C 1.646 1.944 1.828 0.587 0.221 1.422
C 2.397 3.033 2.826 -0.063 0.098 0.289
C 4.033 2.946 2.809 0.081 1.350 0.478
C 4.572 4.528 2.855 -0.719 0.325 -0.039
N 5.995 4.689 2.365 0.212 2.287 0.011
C 6.854 5.461 3.372 1.062 0.373 1.298
C 6.086 5.462 1.066 2.928 -2.809 -5.519
C 5.558 6.994 0.803 -0.864 0.005 0.333
O 6.681 4.847 0.010 -3.761 3.756 6.669
C 2.643 3.467 -0.246 1.084 0.701 -0.172
C 2.559 4.018 -1.778 0.630 1.166 -4.572
C 1.362 4.904 -2.460 3.189 -1.081 -1.837
C 1.492 5.367 -4.062 2.556 -1.771 0.614
C 2.775 4.980 -5.028 0.275 -1.537 4.859
C 3.995 4.135 -4.332 -3.166 0.637 2.588
C 3.869 3.683 -2.763 -2.373 1.387 -1.385
H -2.303 1.001 -0.159 0.332 -2.290 0.226
H -2.347 -0.480 1.105 0.503 0.941 -2.472
H -2.892 -0.770 -0.683 1.667 1.349 1.226
H -0.452 -1.666 0.137 0.023 2.322 -1.141
H -0.468 -0.817 -1.535 0.113 0.918 2.059
H 2.691 -0.276 -0.661 -1.047 1.932 -1.487
H 3.203 1.194 -1.710 -2.155 -0.844 0.597
H 0.970 -0.070 -3.369 1.738 -0.087 1.234
H 2.840 -0.147 -3.585 -1.952 -0.331 1.695
H 1.761 -2.438 -3.682 0.220 0.914 2.330
H 1.021 -2.353 -1.952 1.961 0.796 -0.881
H 4.007 -2.846 -3.083 -1.027 0.932 2.285
H 3.978 -1.889 -1.369 -1.124 -1.534 -1.334
H 2.244 -3.766 -0.832 1.410 -0.521 -0.887
H 2.610 -4.514 -2.270 0.787 0.831 1.312
H 0.602 1.714 2.360 2.312 0.340 -1.721
H 2.336 0.971 1.858 -1.708 2.031 -0.415
H 2.052 4.123 2.538 0.656 -2.150 0.563
H 2.065 2.886 3.962 0.449 0.118 -2.609
H 4.434 2.428 3.805 -0.854 0.978 -2.309
H 4.469 2.394 1.875 -0.826 1.095 1.791
H 4.500 4.944 3.956 0.039 -0.935 -2.163
H 3.890 5.246 2.197 1.066 -1.735 1.350
H 8.011 5.240 3.250 -2.491 0.298 -0.069
H 6.601 5.167 4.500 0.321 0.409 -2.639
H 6.730 6.623 3.307 0.062 -2.018 0.057
H 6.321 7.830 1.156 -1.453 -2.031 -0.763
H 5.318 7.122 -0.349 0.766 -0.451 2.498
H 4.543 7.187 1.389 2.193 -0.418 -1.119
H 3.667 2.869 -0.105 -2.265 1.261 -0.555
H 2.769 4.431 0.447 -0.581 -2.248 -1.365
H 0.410 5.201 -1.809 2.279 -0.716 -1.749
H 0.623 5.987 -4.597 2.046 -1.564 1.598
H 2.891 5.262 -6.158 -0.562 -0.451 2.536
H 4.979 3.799 -4.913 -2.502 0.920 1.340
H 4.755 3.040 -2.291 -2.084 1.629 -1.117
C -5.279 -2.425 2.393 0.088 0.297 -0.219
O -4.472 -2.888 1.322 -0.046 -0.585 0.182
C -4.627 -4.279 1.022 0.137 0.084 -0.338
C -5.859 -4.608 0.148 -0.059 0.400 0.255
C -7.179 -4.573 0.915 -0.254 -0.245 0.048
N -5.955 -3.706 -1.009 0.492 0.088 0.127
H -5.412 -3.183 3.171 -0.044 -0.029 -0.095
H -6.248 -2.093 2.013 -0.110 -0.091 0.207
H -4.787 -1.556 2.837 0.068 -0.092 -0.070
H -3.729 -4.559 0.458 -0.071 0.164 0.034
H -4.613 -4.877 1.942 -0.147 0.075 0.076
H -5.731 -5.632 -0.225 0.138 0.110 0.015
H -7.531 -3.555 1.104 0.093 -0.118 -0.094
H -7.965 -5.077 0.342 0.159 0.224 0.045
H -7.088 -5.088 1.877 0.043 0.054 -0.056
H -5.112 -3.810 -1.575 -0.171 -0.038 0.018
H -5.890 -2.748 -0.654 -0.160 -0.279 -0.107
C -10.680 -1.720 -4.298 -0.151 0.207 0.282
O -11.455 -2.534 -3.431 0.169 -0.508 -0.326
C -11.118 -3.923 -3.466 -0.180 -0.019 0.356
C -9.887 -4.301 -2.611 0.024 0.468 -0.171
C -8.556 -3.910 -3.250 0.290 -0.266 -0.101
N -9.962 -3.711 -1.266 -0.429 0.062 -0.062
H -10.414 -2.238 -5.224 0.048 -0.043 0.087
H -9.783 -1.373 -3.781 0.136 -0.023 -0.216
H -11.272 -0.838 -4.553 -0.057 -0.123 0.039
H -11.989 -4.447 -3.051 0.049 0.182 0.006
H -11.013 -4.271 -4.501 0.142 0.109 -0.044
H -9.884 -5.393 -2.506 -0.147 0.091 0.004
H -8.344 -2.841 -3.163 -0.084 -0.133 0.048
H -7.730 -4.438 -2.761 -0.216 0.238 -0.007
H -8.538 -4.176 -4.312 -0.070 0.049 0.049
H -10.804 -4.058 -0.804 0.184 0.000 -0.021
H -10.148 -2.711 -1.384 0.171 -0.289 0.037
C 6.587 -3.420 4.567 -0.158 -0.280 -0.194
O 5.204 -3.138 4.417 0.057 0.602 0.286
C 4.862 -1.757 4.571 -0.299 -0.147 -0.194
C 5.105 -0.897 3.310 0.269 -0.386 0.006
C 6.576 -0.559 3.076 0.160 0.270 -0.067
N 4.565 -1.543 2.105 -0.230 -0.183 0.207
H 7.063 -2.775 5.311 -0.034 0.054 -0.081
H 7.092 -3.330 3.603 0.204 0.089 0.110
H 6.687 -4.458 4.893 -0.115 0.087 0.016
H 3.786 -1.744 4.785 0.113 -0.126 -0.077
H 5.357 -1.331 5.453 0.170 -0.019 -0.057
H 4.577 0.053 3.456 -0.065 -0.147 0.051
H 7.142 -1.400 2.665 -0.149 0.038 0.080
H 6.668 0.264 2.358 -0.064 -0.148 0.094
H 7.060 -0.244 4.007 -0.039 -0.042 -0.086
H 3.560 -1.673 2.226 0.130 0.076 -0.077
H 4.931 -2.499 2.083 -0.040 0.312 -0.096